{
  "formula": "C47H71FIrN4O3PSi2Te",
  "method": "ωB97M-V/def2-TZVPD",
  "species": ["Ir", "Te", "P", "Si", "Si", "F", "O", "O", "O", "N", "N", "N", "N", "C", "C", "C", "C", "C", "C", "C", "C", "C", "C", "C", "C", "C", "C", "C", "C", "C", "C", "C", "C", "C", "C", "C", "C", "C", "C", "C", "C", "C", "C", "C", "C", "C", "C", "C", "C", "C", "C", "C", "C", "C", "C", "C", "C", "C", "C", "C", "H", "H", "H", "H", "H", "H", "H", "H", "H", "H", "H", "H", "H", "H", "H", "H", "H", "H", "H", "H", "H", "H", "H", "H", "H", "H", "H", "H", "H", "H", "H", "H", "H", "H", "H", "H", "H", "H", "H", "H", "H", "H", "H", "H", "H", "H", "H", "H", "H", "H", "H", "H", "H", "H", "H", "H", "H", "H", "H", "H", "H", "H", "H", "H", "H", "H", "H", "H", "H", "H", "H"],
  "coordinates": [[1.229726, -0.566681, 0.398645], [2.771741, -1.151436, 2.472026], [2.688676, -0.696689, -1.288587], [5.003700, 1.611998, 3.244131], [0.709094, -1.740219, 5.092780], [-4.326885, 1.859506, -2.813675], [0.853145, -2.516876, 0.803557], [-0.477092, -0.483074, -0.797170], [0.186201, -4.510498, 0.102855], [-3.463554, -3.274727, -1.078552], [1.339292, 1.424985, 0.038371], [-6.487690, 0.040247, -2.883328], [-9.052453, 0.680114, -3.919073], [1.642221, -0.389724, 4.118076], [4.484375, -0.558957, -0.944074], [-0.677285, 0.879330, 2.039221], [-4.502803, -4.293500, -1.164780], [-0.713512, -2.289344, 4.003436], [2.189794, 0.846033, -2.111922], [-4.963211, -1.592581, -1.974926], [-2.672266, -1.025043, -1.392829], [0.289002, 5.358224, 4.034480], [5.196075, 2.219995, 1.491784], [-8.491709, 1.397439, -2.717727], [0.940330, 2.913141, -1.860051], [2.374865, 1.136599, -3.452806], [0.027909, -3.315762, 0.174886], [1.074015, 2.421599, 0.982096], [-4.138195, 0.615473, -2.339449], [-1.383898, -1.385880, -0.831689], [0.107463, -0.926080, 6.655565], [6.616180, 1.726039, 4.162317], [-4.124051, -5.656803, -1.654172], [2.464074, -2.007427, -2.556534], [-8.505562, -0.719071, -4.027788], [2.735929, 4.083964, -0.105156], [3.635278, 2.525022, 4.126967], [2.928997, -3.389889, -2.090634], [1.495609, 1.757212, -1.292088], [-3.702405, -1.971303, -1.493827], [4.582909, -0.237704, 3.159913], [0.146328, 2.142672, 2.017866], [-1.234738, -2.712700, -0.389201], [1.860974, -3.159327, 5.447691], [-4.947142, -4.754690, -2.522038], [-2.282588, -3.592211, -0.549856], [1.060097, -2.068097, -3.148500], [1.732171, 3.668403, 0.938931], [5.123062, -1.705386, -0.161636], [-0.093577, 3.097908, 2.983418], [-6.975393, 1.407061, -2.804467], [5.274021, -0.298915, -2.232556], [1.862100, 2.305862, -4.019075], [-2.916016, 0.283737, -1.837754], [-5.208050, -0.303117, -2.403792], [0.560239, 4.332643, 2.976438], [1.458480, 4.583072, 1.949424], [-6.989299, -0.654455, -4.058238], [2.059274, 2.612498, -5.473010], [1.126865, 3.171397, -3.200026], [3.511631, 4.687513, 0.362121], [-0.486041, 6.050836, 3.698834], [-0.542099, -0.073842, 6.443103], [2.918240, 0.452210, -4.093397], [-0.057329, 4.896878, 4.957842], [2.752948, -2.830510, 5.986492], [4.520908, 0.351129, -0.338747], [0.348591, -2.454894, -2.427735], [0.943192, -0.568221, 7.260143], [2.260022, 4.702388, -0.869143], [-6.604081, -1.671104, -4.093391], [-8.812463, 1.203419, -4.765687], [-4.452709, -4.319743, -3.380564], [6.527982, 1.358462, 5.186459], [5.245563, -2.597371, -0.770523], [2.431287, -3.707519, -1.173448], [4.004359, -3.437113, -1.940536], [-6.596299, 1.893860, -1.909089], [2.683298, -4.117319, -2.864746], [2.179671, -3.678165, 4.541404], [1.987866, 5.529099, 1.936989], [-5.996558, -4.978948, -2.652801], [6.010962, 1.694338, 0.987760], [-8.862609, -1.257592, -3.151700], [0.694247, 4.064944, -3.633445], [1.357919, -3.892966, 6.081395], [6.118839, -1.390436, 0.153567], [5.422086, 3.286834, 1.454929], [3.216633, 3.252103, -0.615057], [1.179470, 5.946251, 4.251479], [-6.662148, -0.154479, -4.983870], [5.282990, -1.172859, -2.885200], [-2.149526, -4.622328, -0.247851], [3.483833, 2.134573, 5.135932], [4.571737, -2.001930, 0.727256], [-6.659623, 2.014342, -3.664040], [-0.815528, 2.886328, 3.764363], [3.891208, 3.582333, 4.229316], [3.141359, -1.654531, -3.344130], [2.687042, 2.462303, 3.586664], [1.140673, 2.420773, -6.031872], [4.268373, 2.054153, 0.942173], [-2.125247, 1.021492, -1.812704], [0.707392, -1.102180, -3.509596], [-0.358641, -2.566357, 3.006937], [-0.070134, -0.046346, 2.143701], [1.075054, -2.763237, -3.988806], [0.358157, 3.585656, -1.242786], [6.309256, -0.089706, -1.961152], [4.553547, -0.645356, 4.176909], [-10.073111, 0.658749, -3.874067], [-4.597368, -6.500963, -1.175560], [-5.767647, -2.313055, -1.985013], [-1.460527, -1.497768, 3.904070], [-0.460769, -1.629176, 7.267733], [-1.330147, 0.864951, 2.910083], [-5.233645, -4.217167, -0.369892], [2.849001, 2.003207, -5.908132], [7.400038, 1.149637, 3.666942], [2.381809, 0.125835, 4.731185], [0.957253, 0.375255, 3.760833], [6.954162, 2.763197, 4.214746], [-1.214103, -3.162730, 4.425382], [5.376572, -0.785523, 2.646799], [-1.284822, 0.782910, 1.141142], [-8.902690, 2.404933, -2.710379], [-8.837829, 0.851554, -1.841933], [-3.097603, -5.818781, -1.952975], [-8.913837, -1.169889, -4.930069], [4.905494, 0.561816, -2.789000], [2.313659, 3.661816, -5.619479]],
  "forces_ev_per_a": [[-0.31, 0.19, 0.34], [0.17, -0.08, 0.24], [-0.13, -0.10, -0.30], [-0.05, 0.01, 0.03], [0.00, -0.04, 0.00], [0.00, 0.00, 0.00], [0.23, -0.10, -0.11], [0.04, 0.11, -0.14], [0.02, -0.02, 0.00], [0.04, -0.04, 0.04], [-0.02, 0.07, 0.01], [-0.07, -0.05, 0.05], [0.02, 0.01, -0.01], [-0.09, 0.01, -0.01], [-0.01, 0.11, 0.01], [0.16, -0.05, -0.29], [0.01, -0.01, -0.02], [0.02, 0.02, 0.00], [-0.03, -0.02, 0.00], [0.01, -0.01, 0.01], [-0.03, 0.03, -0.02], [0.00, -0.01, 0.00], [0.00, -0.01, 0.00], [-0.01, -0.02, -0.01], [-0.19, -0.10, -0.23], [0.01, 0.01, -0.03], [-0.19, 0.05, 0.16], [-0.04, -0.25, -0.05], [-0.02, -0.02, -0.02], [0.03, -0.04, 0.05], [-0.01, 0.02, -0.02], [-0.01, -0.03, 0.03], [0.02, 0.04, 0.01], [0.05, 0.05, 0.05], [-0.01, 0.02, 0.01], [0.24, 0.14, 0.15], [0.00, 0.01, -0.03], [0.02, -0.03, 0.01], [-0.06, -0.14, -0.01], [-0.03, 0.02, 0.03], [-0.02, -0.01, -0.16], [0.00, -0.06, 0.05], [0.10, 0.06, -0.12], [0.02, 0.03, 0.00], [-0.02, -0.02, 0.02], [-0.05, -0.03, -0.06], [0.02, 0.06, -0.06], [0.02, 0.21, 0.06], [0.04, -0.02, 0.02], [0.01, -0.03, -0.03], [0.01, 0.02, -0.01], [0.01, 0.04, 0.00], [0.02, 0.00, 0.00], [0.02, 0.00, 0.00], [0.06, 0.03, -0.02], [-0.01, -0.01, 0.01], [0.04, 0.02, -0.03], [0.02, 0.02, -0.04], [0.00, -0.01, 0.00], [-0.04, -0.02, 0.05], [0.02, 0.01, 0.04], [0.00, 0.00, 0.00], [0.00, 0.00, 0.01], [0.00, -0.01, 0.01], [0.00, 0.00, 0.00], [0.00, 0.00, 0.00], [0.03, 0.02, 0.09], [-0.09, -0.08, 0.10], [0.00, 0.00, 0.01], [0.11, 0.02, 0.09], [-0.01, -0.01, 0.02], [-0.01, 0.00, 0.00], [0.00, 0.00, 0.00], [0.00, 0.00, 0.00], [0.07, 0.07, 0.01], [-0.01, 0.01, 0.03], [-0.07, -0.02, -0.02], [0.00, -0.01, 0.01], [-0.01, 0.00, 0.00], [0.00, 0.00, 0.00], [0.00, 0.00, 0.00], [0.00, 0.00, -0.02], [-0.01, 0.00, -0.03], [0.00, -0.01, -0.01], [0.00, 0.00, 0.00], [0.00, 0.00, 0.00], [0.00, 0.00, 0.02], [0.00, 0.01, 0.01], [0.05, 0.08, 0.07], [0.00, 0.00, 0.00], [0.01, -0.01, 0.00], [0.00, 0.00, 0.01], [0.02, 0.01, 0.01], [0.00, 0.02, 0.00], [-0.05, -0.05, -0.01], [0.00, 0.00, 0.00], [0.01, 0.01, 0.00], [0.00, 0.00, -0.02], [0.02, -0.05, 0.01], [-0.01, -0.01, 0.01], [0.00, 0.00, 0.00], [-0.05, 0.01, -0.07], [0.00, -0.01, 0.01], [-0.02, 0.01, 0.04], [-0.01, -0.02, 0.00], [-0.09, 0.02, -0.03], [0.01, 0.03, -0.02], [-0.04, -0.07, -0.06], [0.00, -0.01, -0.01], [0.07, 0.01, 0.01], [0.00, -0.01, 0.02], [0.00, 0.00, 0.00], [0.00, 0.01, -0.01], [-0.02, -0.01, -0.01], [0.00, -0.01, -0.01], [-0.02, -0.04, 0.01], [-0.01, 0.02, -0.01], [0.00, 0.00, 0.00], [0.00, 0.00, 0.00], [0.03, -0.10, 0.03], [0.12, 0.05, 0.09], [-0.01, 0.00, 0.00], [0.01, 0.01, 0.02], [0.01, 0.03, -0.03], [-0.08, 0.04, -0.01], [0.01, 0.01, 0.00], [0.00, 0.01, 0.00], [0.00, -0.03, 0.00], [0.01, 0.00, -0.01], [0.00, -0.02, 0.01], [0.00, 0.00, 0.00]],
  "lowdin_charge": [0.95, 1.45, 0.99, 0.44, 0.42, 0.09, -0.34, -0.16, 0.11, 0.04, -0.05, -0.09, 0.07, -0.50, -0.50, -0.05, -0.24, -0.16, -0.25, 0.08, -0.04, -0.02, -0.17, -0.07, -0.02, -0.03, -0.59, -0.19, -0.18, -0.28, -0.17, -0.16, -0.06, -0.48, -0.08, -0.03, -0.16, -0.06, -0.31, -0.10, -0.51, -0.20, -0.03, -0.18, -0.08, 0.08, -0.07, -0.18, -0.10, 0.01, -0.14, -0.07, -0.22, 0.10, -0.13, -0.24, 0.01, -0.13, -0.02, 0.01, 0.09, 0.10, 0.03, 0.12, 0.09, 0.04, 0.08, 0.06, 0.04, 0.10, 0.13, 0.19, 0.12, 0.04, 0.07, 0.08, 0.06, 0.15, 0.10, 0.02, 0.14, 0.11, 0.04, 0.14, 0.13, 0.05, 0.10, 0.05, 0.08, 0.09, 0.15, 0.09, 0.16, 0.04, 0.00, 0.14, 0.13, 0.05, 0.10, 0.01, 0.10, 0.00, 0.14, 0.08, 0.01, 0.01, 0.10, 0.13, 0.10, 0.02, 0.19, 0.12, 0.12, 0.03, 0.04, 0.10, 0.16, 0.09, 0.04, 0.01, -0.02, 0.05, 0.05, 0.01, 0.08, 0.15, 0.15, 0.12, 0.15, 0.07, 0.10],
  "energy_ha": -3670.149854,
  "spin_multiplicity": 2,
  "homo_lumo_gap_ev": [7.14, 6.40],
  "lumo_ev": [-7.0, -8.5],
  "charge": 3,
  "homo_ev": [-14.187, -14.879],
  "de_lowest_kcal_mol": 0.00
}